{
  "formula": "C57H71AsN12ORbS3Se",
  "method": "wB97M-V/def2-TZVPD",
  "symbols": ["Rb", "C", "N", "C", "C", "N", "C", "C", "C", "C", "C", "C", "N", "C", "N", "C", "C", "C", "C", "C", "C", "N", "H", "H", "H", "H", "H", "H", "H", "H", "H", "H", "H", "H", "H", "H", "H", "C", "N", "C", "C", "N", "C", "S", "C", "C", "C", "C", "C", "N", "H", "H", "H", "H", "H", "H", "H", "H", "H", "C", "As", "C", "C", "S", "H", "H", "H", "H", "H", "H", "H", "H", "H", "C", "C", "N", "O", "H", "H", "H", "H", "H", "C", "C", "C", "C", "N", "C", "Se", "N", "C", "C", "C", "C", "C", "C", "C", "C", "C", "C", "H", "H", "H", "H", "H", "H", "H", "H", "H", "H", "H", "H", "H", "H", "H", "H", "H", "H", "H", "H", "H", "H", "N", "S", "C", "C", "C", "C", "C", "C", "C", "C", "C", "C", "C", "C", "H", "H", "H", "H", "H", "H", "H", "H", "H", "H", "H"],
  "xyz": [[-0.34581, -0.33761, -0.26587], [-1.08967, -1.11170, 3.52924], [0.08207, -1.34821, 2.71036], [0.34385, -2.75364, 2.41545], [1.68716, -2.89294, 1.77541], [2.28695, -1.96813, 1.08737], [3.49011, -2.53837, 0.68024], [4.52993, -1.99694, -0.07409], [5.62783, -2.79599, -0.33955], [5.70081, -4.11560, 0.13400], [4.67921, -4.66868, 0.88581], [3.58083, -3.85536, 1.14257], [2.41144, -4.05325, 1.85712], [-2.35694, -1.15941, 2.72126], [-2.50208, -1.76217, 1.57363], [-3.82364, -1.50937, 1.19564], [-4.51430, -1.89026, 0.04652], [-5.82550, -1.47140, -0.08704], [-6.44718, -0.68378, 0.89659], [-5.77520, -0.29732, 2.04210], [-4.45871, -0.73198, 2.16713], [-3.49530, -0.53308, 3.14111], [-1.00247, -0.11015, 3.95509], [-1.18040, -1.81659, 4.36885], [0.90163, -0.90229, 3.10498], [-0.41582, -3.10121, 1.71259], [0.29708, -3.39422, 3.30969], [4.46547, -0.97994, -0.44205], [6.44866, -2.40135, -0.92558], [6.57622, -4.71129, -0.09024], [4.74176, -5.68442, 1.25603], [2.12439, -4.89735, 2.32024], [-4.03114, -2.48731, -0.71688], [-6.38849, -1.75367, -0.96787], [-7.47517, -0.37356, 0.75516], [-6.25299, 0.31188, 2.79963], [-3.59334, 0.03382, 3.96548], [1.21029, 5.44129, -3.66945], [2.01510, 4.24457, -3.83807], [3.27341, 4.22830, -4.41837], [3.70378, 2.96378, -4.40442], [2.70592, 2.19543, -3.80087], [1.63897, 2.99328, -3.43626], [0.18641, 2.59095, -2.71223], [2.81898, 0.78116, -3.64875], [3.51404, 0.04814, -4.60351], [3.66932, -1.31344, -4.39132], [3.11168, -1.89183, -3.26425], [2.40899, -1.06816, -2.40194], [2.27079, 0.24466, -2.57958], [1.14173, 5.97417, -4.61611], [1.64932, 6.09552, -2.91529], [0.21972, 5.13266, -3.35053], [3.75042, 5.12185, -4.78314], [4.63902, 2.54369, -4.72735], [3.90795, 0.52164, -5.49270], [4.20862, -1.91544, -5.11238], [3.20622, -2.94982, -3.05643], [1.95222, -1.46956, -1.50444], [5.15298, 2.39771, 1.33174], [4.08890, 1.61830, 2.72844], [4.54544, 2.67459, 4.27052], [4.85247, -0.11134, 3.08132], [2.05457, 1.60959, 2.31054], [6.18727, 2.49999, 1.66052], [4.72927, 3.37466, 1.11448], [5.09987, 1.77336, 0.44313], [5.60829, 2.57283, 4.49291], [3.95025, 2.34284, 5.11716], [4.30430, 3.71226, 4.04921], [5.77161, 0.00166, 3.65575], [5.05491, -0.62963, 2.14742], [4.11894, -0.68031, 3.64738], [-4.12188, 1.38234, -0.93953], [-3.63390, 0.51946, -2.07272], [-4.33413, 0.60647, -3.22883], [-2.66813, -0.22511, -1.96357], [-5.21078, 1.38231, -0.88437], [-3.77320, 2.40793, -1.08437], [-3.71682, 1.00738, -0.00347], [-5.07671, 1.27200, -3.34118], [-3.99685, 0.11509, -4.03833], [-3.99271, 2.84229, 4.63587], [-3.05279, 3.97548, 5.04398], [-1.77774, 3.47640, 5.72267], [-0.82326, 2.76771, 4.76745], [-0.23444, 3.67075, 3.78932], [-0.50237, 3.68870, 2.45572], [-1.75548, 2.68669, 1.55567], [0.31427, 4.61527, 1.90310], [0.39183, 4.91563, 0.47324], [-0.73151, 5.80680, -0.03494], [-0.88149, 7.15709, 0.67040], [-1.56724, 7.08609, 2.04036], [1.12576, 5.17919, 2.87820], [2.10274, 6.16027, 2.81674], [2.72733, 6.51129, 4.00668], [2.38365, 5.89757, 5.21457], [1.40092, 4.91811, 5.26991], [0.77286, 4.58290, 4.08063], [-4.92896, 3.23547, 4.23593], [-4.23839, 2.21497, 5.49925], [-3.54609, 2.22261, 3.85318], [-3.57254, 4.64880, 5.72849], [-2.78882, 4.56829, 4.16206], [-2.03988, 2.77008, 6.51696], [-1.25920, 4.31006, 6.20137], [-1.35064, 2.00617, 4.19479], [-0.00158, 2.28735, 5.30355], [0.39892, 3.97134, -0.06949], [1.35719, 5.40000, 0.31893], [-1.67168, 5.25555, 0.02767], [-0.52979, 5.96435, -1.09744], [-1.47437, 7.80714, 0.02287], [0.09916, 7.63806, 0.76690], [-2.42916, 6.41411, 2.00212], [-1.92526, 8.07084, 2.34590], [-0.89933, 6.72981, 2.82672], [2.36649, 6.64408, 1.88509], [3.48772, 7.28170, 3.99892], [2.89037, 6.19244, 6.12406], [1.14193, 4.43750, 6.20434], [0.16225, -3.23453, -0.82763], [-0.86008, -3.03614, -2.01137], [-2.06248, -4.38269, -1.97100], [-2.65027, -4.91763, -3.11158], [-3.59992, -5.92061, -2.97602], [-3.96297, -6.37431, -1.71444], [-3.38496, -5.81852, -0.58067], [-2.43307, -4.81565, -0.70417], [-0.09142, -3.39551, -3.58797], [-0.15969, -2.42053, -4.57052], [0.49258, -2.62825, -5.78143], [1.20859, -3.79720, -5.98715], [1.27770, -4.76715, -4.98734], [0.62443, -4.56902, -3.78243], [0.56589, -4.17207, -0.82413], [-2.37102, -4.56334, -4.09586], [-4.05445, -6.35074, -3.85973], [-4.70059, -7.16038, -1.61573], [-3.68172, -6.15921, 0.40322], [-1.98499, -4.35431, 0.16885], [-0.70630, -1.50183, -4.38265], [0.44620, -1.87330, -6.55640], [1.71720, -3.95951, -6.92937], [1.83554, -5.68014, -5.15395], [0.66734, -5.32340, -3.00369]],
  "atomic_forces_ev_per_a": [[0.3, 0.4, 0.3], [0.0, 0.1, -0.2], [-0.1, -0.3, 0.0], [0.0, 0.2, 0.0], [0.0, 0.0, 0.0], [0.3, 0.1, 0.0], [-0.1, 0.0, -0.1], [0.0, 0.0, 0.0], [0.0, 0.0, 0.0], [0.0, 0.0, 0.0], [0.0, 0.0, 0.0], [0.0, -0.1, 0.1], [0.0, -0.1, -0.1], [0.0, 0.1, 0.0], [-0.2, 0.1, -0.1], [0.1, -0.1, 0.0], [-0.1, 0.0, 0.0], [0.0, 0.0, 0.1], [0.0, 0.0, 0.0], [0.0, 0.0, 0.0], [0.0, 0.1, 0.1], [-0.1, -0.1, 0.0], [0.0, 0.0, 0.0], [0.0, -0.1, 0.1], [0.0, 0.1, -0.1], [0.0, -0.1, 0.0], [0.0, 0.0, 0.1], [0.0, 0.0, 0.0], [0.0, 0.0, 0.0], [0.0, 0.0, 0.0], [0.0, 0.0, 0.0], [0.0, 0.0, 0.0], [0.0, 0.0, 0.0], [0.0, 0.0, 0.0], [0.0, 0.0, 0.0], [0.0, 0.0, 0.0], [0.0, 0.0, 0.0], [0.1, -0.1, 0.0], [0.0, 0.2, 0.0], [-0.2, 0.2, 0.0], [0.0, -0.2, 0.1], [0.1, -0.3, 0.0], [0.2, 0.0, -0.1], [0.0, 0.0, -0.1], [-0.1, 0.2, -0.1], [0.0, 0.0, -0.1], [0.0, 0.0, -0.1], [0.0, 0.0, 0.0], [0.0, 0.0, 0.1], [0.0, -0.1, 0.3], [0.0, 0.0, 0.0], [0.0, 0.0, 0.0], [0.0, 0.0, 0.0], [-0.1, 0.0, 0.0], [-0.1, 0.0, 0.0], [0.0, 0.0, 0.0], [0.0, 0.0, 0.0], [0.0, 0.0, 0.0], [0.1, -0.2, 0.0], [0.1, 0.0, 0.0], [0.0, 0.0, 0.1], [0.0, 0.0, 0.0], [0.0, -0.1, 0.0], [-0.2, 0.0, 0.0], [0.0, 0.0, 0.0], [0.0, 0.1, 0.0], [0.0, 0.0, 0.0], [0.0, 0.0, 0.0], [0.0, 0.0, 0.0], [0.0, 0.1, 0.0], [0.0, 0.0, 0.0], [0.0, 0.0, 0.0], [0.0, 0.0, 0.0], [0.0, 0.1, -0.1], [0.0, -0.1, 0.1], [0.0, 0.0, 0.0], [0.0, 0.1, -0.1], [0.0, 0.0, 0.0], [0.0, 0.0, 0.0], [0.0, 0.0, 0.0], [0.0, 0.0, 0.0], [0.0, 0.0, 0.0], [0.0, 0.0, 0.0], [0.0, -0.1, 0.0], [0.0, 0.0, 0.0], [0.0, 0.1, -0.1], [-0.1, 0.0, 0.1], [0.2, 0.1, 0.1], [0.1, -0.2, 0.0], [0.1, 0.0, -0.2], [0.0, 0.0, 0.1], [0.0, 0.0, 0.1], [0.0, 0.0, 0.1], [0.0, 0.0, 0.0], [-0.1, 0.0, -0.2], [0.1, 0.0, 0.0], [0.0, 0.0, 0.0], [0.0, -0.1, 0.0], [0.1, 0.0, 0.1], [-0.1, -0.3, 0.0], [0.0, 0.0, 0.0], [0.0, 0.0, 0.0], [0.0, 0.1, 0.0], [0.0, 0.0, 0.0], [0.0, 0.0, 0.0], [0.0, 0.0, 0.0], [0.0, 0.0, 0.0], [0.0, 0.0, 0.0], [0.0, 0.0, 0.0], [0.0, -0.1, 0.0], [0.0, 0.0, 0.0], [0.0, 0.0, 0.0], [0.0, 0.0, 0.0], [0.0, 0.0, 0.0], [0.0, 0.0, 0.0], [0.0, 0.0, 0.0], [0.0, 0.0, 0.0], [-0.1, 0.0, 0.0], [0.0, 0.0, 0.0], [0.0, 0.0, 0.0], [0.0, 0.0, 0.0], [0.0, 0.0, 0.0], [-0.1, 0.1, 0.0], [0.0, -0.4, -0.1], [0.0, 0.0, 0.0], [0.0, 0.1, 0.0], [0.0, 0.0, 0.0], [0.0, 0.0, 0.0], [0.0, 0.0, 0.0], [0.0, 0.0, 0.0], [0.0, 0.1, 0.0], [0.0, 0.0, 0.0], [0.0, 0.0, 0.0], [0.0, 0.0, 0.1], [0.0, 0.0, 0.0], [0.0, 0.0, -0.1], [0.0, 0.0, -0.1], [0.0, 0.0, 0.0], [0.0, 0.0, 0.0], [0.0, 0.0, 0.0], [0.0, 0.0, 0.0], [0.0, 0.0, 0.0], [0.0, 0.0, 0.0], [0.0, 0.0, 0.0], [0.0, 0.0, 0.0], [0.0, 0.0, 0.0], [0.0, 0.0, 0.0]],
  "lowdin_charge": [0.478, -0.134, -0.080, -0.157, -0.335, 0.165, -0.241, -0.053, -0.088, -0.091, -0.017, -0.189, 0.170, -0.315, 0.154, -0.225, -0.017, -0.088, -0.095, -0.013, -0.193, 0.175, 0.106, 0.129, 0.056, 0.083, 0.126, 0.108, 0.102, 0.102, 0.110, 0.161, 0.105, 0.106, 0.104, 0.112, 0.143, -0.038, -0.128, -0.045, -0.043, 0.005, -0.718, 0.633, -0.271, 0.000, -0.049, -0.055, -0.155, 0.136, 0.096, 0.094, 0.036, 0.126, 0.120, 0.110, 0.115, 0.115, 0.044, -0.251, 0.630, -0.254, -0.239, 0.182, 0.042, 0.032, 0.029, 0.039, 0.037, 0.023, 0.040, 0.013, 0.034, -0.010, -0.579, 0.177, -0.101, 0.085, 0.086, 0.042, 0.106, 0.111, -0.121, -0.245, -0.175, -0.161, -0.020, -0.720, 0.691, -0.022, -0.154, -0.192, -0.235, -0.091, -0.186, -0.005, -0.085, -0.087, -0.005, -0.169, 0.078, 0.077, -0.002, 0.109, 0.093, 0.118, 0.104, 0.055, 0.128, 0.069, 0.120, 0.081, 0.098, 0.104, 0.102, 0.074, 0.074, 0.056, 0.109, 0.105, 0.106, 0.113, -0.374, 0.937, -0.369, -0.070, -0.068, -0.073, -0.066, -0.097, -0.415, -0.077, -0.069, -0.073, -0.066, -0.082, 0.013, 0.111, 0.109, 0.107, 0.110, 0.091, 0.116, 0.111, 0.108, 0.110, 0.119],
  "molar_mass_da": 1275.8,
  "relative_energy_kj_mol": 26.8,
  "homo_lumo_gap_ev": 7.72,
  "total_charge": 1,
  "e_homo_ev": -9.16,
  "spin_multiplicity": 1,
  "largest_force_ev_per_a": 0.5
}